C5H9NS2 | ωB97M-V/def2-TZVPD

Last column: natural (NBO) charge in e.
Element x y z (Å)
1 C 3.075 0.411 1.006  0.173
2 C -1.848 -0.316 0.468  -0.620
3 C -0.630 0.205 -0.180  -0.378
4 C 0.656 0.275 0.930  -0.429
5 C 1.959 0.448 0.207  -0.130
6 N 4.044 0.519 1.587  -0.250
7 S 2.364 -1.910 -0.546  -0.338
8 S 2.122 1.301 -1.267  0.191
9 H -2.696 -0.322 -0.261  0.218
10 H -1.876 -1.288 0.933  0.220
11 H -2.012 0.412 1.282  0.207
12 H -0.784 1.265 -0.426  0.203
13 H -0.234 -0.305 -1.099  0.218
14 H 0.782 -0.547 1.514  0.234
15 H 0.734 1.207 1.459  0.220
16 H 2.034 -1.355 -1.819  0.125
17 H 3.386 1.192 -1.229  0.136

For the LUMO energy (alpha / beta), the calculation gives -1.31 / -1.31 eV. The energy above the lowest of the compared OMol25 structures with the same formula, charge and spin is 3.3457 eV. As for the HOMO-LUMO gap (alpha / beta): 0.2773 / 0.2776 hartree. The calculation puts the HOMO energy (alpha / beta) at -8.9 / -8.9 eV.


C5H9NS2 | ωB97M-V/def2-TZVPD

Last column: natural (NBO) charge in e.
Element x y z (Å)
1 C 1.223 -0.641 0.488  0.016
2 C -0.115 -0.967 -0.174  -0.282
3 C -1.128 -0.592 -1.271  -0.459
4 C -1.212 0.566 1.278  -0.496
5 C 0.119 0.378 0.554  -0.223
6 H 2.981 0.271 0.308  0.361
7 H 2.332 -0.026 -1.151  0.377
8 H 1.408 -1.153 1.364  0.210
9 H -0.628 -1.650 0.482  0.211
10 H -0.607 0.057 -1.937  0.211
11 H -1.605 -1.443 -1.716  0.231
12 H -1.392 1.581 1.637  0.237
13 H -1.390 -0.164 2.059  0.218
14 H -0.553 1.997 -1.224  0.146
15 N 2.452 -0.400 -0.226  -0.805
16 S -2.408 0.273 -0.130  0.099
17 S 0.523 1.912 -0.343  -0.051

For the LUMO energy, the calculation gives 0.62 eV. The energy above the lowest of the compared OMol25 structures with the same formula, charge and spin is 3.0279 eV. As for the HOMO-LUMO gap: 0.3411 hartree. The calculation puts the HOMO energy at -8.7 eV. The SMILES is N[C@@H]1[C@@H]2CSC[C@@]12S.


C5H9O | ωB97M-V/def2-TZVPD

Last column: Mulliken spin population.
Element x y z (Å)
1 C 2.335 0.856 0.889  0.378
2 C 1.761 0.966 -0.375  0.416
3 C 0.408 0.605 -0.672  -0.088
4 C -0.202 0.857 -1.878  0.356
5 H 1.751 0.474 1.728  0.000
6 H 3.389 1.073 1.076  -0.022
7 H 2.330 1.444 -1.179  -0.018
8 H -0.214 0.048 0.097  -0.035
9 H -1.178 0.422 -2.083  0.020
10 H 0.314 1.433 -2.646  -0.015
11 C -2.130 -1.636 1.011  0.012
12 O -1.828 -0.898 -0.086  -0.001
13 H -3.194 -1.981 1.012  -0.001
14 H -1.536 -2.577 1.114  -0.003
15 H -2.006 -1.087 1.993  0.001

For the LUMO energy (alpha / beta), the calculation gives 7.35 / 7.28 eV. The energy above the lowest of the compared OMol25 structures with the same formula, charge and spin is 0.9080 eV. As for the HOMO-LUMO gap (alpha / beta): 0.1183 / 0.2223 hartree. The calculation puts the HOMO energy (alpha / beta) at 4.1 / 1.2 eV. Its spin multiplicity is 2. Its total charge is -2.


C5H9O2P | ωB97M-V/def2-TZVPD

Last column: Mulliken spin population.
Element x y z (Å)
1 C 1.073 -1.447 -0.316  0.401
2 C -0.018 -0.958 0.324  0.289
3 C -2.442 0.821 0.779  0.039
4 C -2.227 1.055 -0.729  0.040
5 C 2.422 -1.196 0.107  -0.005
6 O -2.526 -0.595 0.959  0.077
7 O -1.915 -0.204 -1.318  0.062
8 P -1.726 -1.401 -0.245  0.951
9 H 0.848 -2.014 -1.211  0.007
10 H -0.097 -0.273 1.123  0.052
11 H -1.596 1.294 1.237  -0.002
12 H -3.526 1.203 0.989  -0.002
13 H -3.215 1.338 -1.154  0.008
14 H -1.433 1.846 -1.075  0.014
15 H 2.973 -1.937 -0.286  0.010
16 H 2.612 -0.183 -0.314  0.046
17 H 2.500 -1.184 1.149  0.012

For the LUMO energy (alpha / beta), the calculation gives 0.91 / -2.93 eV. The energy above the lowest of the compared OMol25 structures with the same formula, charge and spin is 1.9949 eV. As for the HOMO-LUMO gap (alpha / beta): 0.1953 / 0.2197 hartree. The calculation puts the HOMO energy (alpha / beta) at -4.4 / -8.9 eV. Its spin multiplicity is 3.


C5H9O2PS | ωB97M-V/def2-TZVPD

Last column: Mulliken spin population.
Element x y z (Å)
1 C 0.896 1.825 -1.832  0.539
2 C 1.060 1.764 -3.111  0.593
3 C 1.339 -0.239 2.207  0.006
4 C -1.754 -1.620 -1.041  0.015
5 C -0.206 0.147 1.889  0.007
6 O 1.170 1.628 -4.262  0.431
7 O -0.903 -0.645 0.955  0.001
8 P -0.238 -0.744 -0.537  0.094
9 S -0.760 1.289 -1.336  0.283
10 H 1.364 2.142 -0.937  0.041
11 H 1.730 0.363 3.041  -0.001
12 H 1.490 -1.349 2.487  0.000
13 H 1.967 -0.083 1.373  -0.003
14 H -2.538 -1.059 -0.637  -0.005
15 H -1.700 -1.939 -2.134  -0.002
16 H -1.858 -2.636 -0.632  0.006
17 H -0.283 1.219 1.681  -0.004
18 H -0.774 -0.061 2.826  0.000

For the LUMO energy (alpha / beta), the calculation gives 0.67 / -2.52 eV. As for the HOMO-LUMO gap (alpha / beta): 0.2358 / 0.2456 hartree. The calculation puts the HOMO energy (alpha / beta) at -5.7 / -9.2 eV. Its spin multiplicity is 3.


C5H9O3Pt | ωB97M-V/def2-TZVPD

Last column: Mulliken spin population.
Element x y z (Å)
1 O 1.074 -0.055 -0.213  0.128
2 C 1.108 0.687 1.001  0.047
3 O 0.678 1.813 0.639  0.201
4 Pt -0.259 0.942 -0.762  1.440
5 O -1.661 0.052 0.002  0.116
6 C -2.707 -0.518 -0.396  0.015
7 C 1.813 -1.279 -0.337  0.019
8 H 1.310 -2.048 0.261  0.000
9 H 1.768 -1.591 -1.388  0.004
10 C 3.230 -1.043 0.131  0.007
11 H 3.636 -0.121 -0.308  0.000
12 H 3.273 -0.934 1.223  0.002
13 H 3.855 -1.895 -0.167  0.003
14 C -2.866 -1.054 -1.763  0.026
15 H -3.292 -1.023 0.392  0.002
16 H -2.761 -0.291 -2.542  -0.007
17 H -3.863 -1.517 -1.830  0.000
18 H -2.153 -1.884 -1.904  -0.001

For the LUMO energy (alpha / beta), the calculation gives -5.16 / -5.87 eV. The energy above the lowest of the compared OMol25 structures with the same formula, charge and spin is 1.8798 eV. As for the HOMO-LUMO gap (alpha / beta): 0.2909 / 0.2705 hartree. The calculation puts the HOMO energy (alpha / beta) at -13.1 / -13.2 eV. Its spin multiplicity is 3. Its total charge is +1.


C5H9O3Ru | ωB97M-V/def2-TZVPD

Last column: Mulliken spin population.
Element x y z (Å)
1 H -1.242 0.440 1.021  0.077
2 O -0.925 0.208 -0.879  0.115
3 O 0.800 -0.050 0.584  0.042
4 O -0.059 2.048 0.140  0.488
5 C -1.994 -0.480 -0.648  0.000
6 C 1.942 0.438 0.769  -0.011
7 C -2.410 -1.482 -1.622  0.013
8 C 3.039 -0.397 1.214  0.005
9 C -0.358 0.849 0.312  -0.012
10 H -2.770 -0.031 -0.015  0.000
11 H 2.066 1.520 0.613  0.010
12 H -2.559 -2.429 -1.080  0.000
13 H -3.412 -1.187 -1.978  0.003
14 H -1.709 -1.583 -2.454  0.003
15 H 3.858 -0.260 0.486  -0.001
16 H 3.422 0.043 2.151  0.003
17 H 2.762 -1.447 1.334  0.002
18 Ru -0.450 3.801 0.052  4.263

For the LUMO energy (alpha / beta), the calculation gives -19.68 / -23.21 eV. As for the HOMO-LUMO gap (alpha / beta): 0.3208 / 0.1905 hartree. The calculation puts the HOMO energy (alpha / beta) at -28.4 / -28.4 eV. Its spin multiplicity is 6. Its total charge is +4.


C5H9O3Sc | ωB97M-V/def2-TZVPD

Last column: natural (NBO) charge in e.
Element x y z (Å)
1 O -0.013 -0.266 1.324  -0.687
2 C 0.976 0.076 2.289  0.578
3 O 1.928 -0.703 2.036  -0.749
4 Sc 1.456 -1.193 0.096  2.228
5 O 1.776 0.229 -1.409  -0.737
6 C 1.622 0.448 -2.619  0.591
7 C -1.356 0.219 1.455  -0.077
8 H -1.382 1.228 1.024  0.219
9 H -2.002 -0.426 0.847  0.213
10 C -1.760 0.219 2.911  -0.660
11 H -1.509 -0.739 3.384  0.232
12 H -1.246 1.018 3.463  0.256
13 H -2.843 0.386 2.986  0.269
14 C 0.781 -0.362 -3.519  -0.776
15 H 1.925 1.444 -2.982  0.222
16 H 1.023 -1.429 -3.494  0.266
17 H 0.896 0.035 -4.540  0.304
18 H -0.274 -0.184 -3.253  0.305

For the LUMO energy (alpha / beta), the calculation gives -10.85 / -10.84 eV. The energy above the lowest of the compared OMol25 structures with the same formula, charge and spin is 0.0000 eV. As for the HOMO-LUMO gap (alpha / beta): 0.2344 / 0.2345 hartree. The calculation puts the HOMO energy (alpha / beta) at -17.2 / -17.2 eV. Its total charge is +2.


C5H9O3Zn | ωB97M-V/def2-TZVPD

Last column: natural (NBO) charge in e.
Element x y z (Å)
1 H -1.466 0.053 0.745  0.119
2 O -0.924 0.442 -0.947  -0.483
3 O 0.827 -0.023 0.408  -0.382
4 O -0.076 2.081 0.347  -0.974
5 C -2.041 -0.293 -0.605  0.387
6 C 1.990 0.417 0.633  0.586
7 C -2.319 -1.478 -1.437  -0.740
8 C 3.004 -0.454 1.175  -0.751
9 C -0.300 0.875 0.210  0.855
10 H -2.884 0.382 -0.422  0.267
11 H 2.159 1.494 0.488  0.211
12 H -2.367 -2.350 -0.767  0.350
13 H -3.318 -1.369 -1.884  0.335
14 H -1.568 -1.625 -2.219  0.307
15 H 3.873 -0.381 0.495  0.346
16 H 3.357 0.008 2.114  0.349
17 H 2.665 -1.483 1.315  0.305
18 Zn -0.612 3.705 0.349  1.912

For the LUMO energy, the calculation gives -16.54 eV. The energy above the lowest of the compared OMol25 structures with the same formula, charge and spin is 2.2976 eV. As for the HOMO-LUMO gap: 0.2438 hartree. The calculation puts the HOMO energy at -23.2 eV. Its total charge is +3.


C5H9O4S3 | ωB97M-V/def2-TZVPD

Last column: natural (NBO) charge in e.
Element x y z (Å)
1 C 0.845 -0.797 -1.180  0.098
2 C 0.298 -0.309 -2.460  -0.769
3 C -0.698 0.361 2.206  -0.643
4 C -0.126 -0.805 -0.064  -0.549
5 C 0.125 0.437 0.929  -0.456
6 O -0.884 2.762 0.935  -1.040
7 O 3.307 -0.563 -2.123  -0.959
8 O 0.394 2.190 -1.032  -1.030
9 O -1.817 1.269 -0.707  -1.036
10 S 1.836 -3.012 -1.438  -0.428
11 S 2.563 -1.106 -1.003  1.165
12 S -0.624 1.782 -0.082  2.419
13 H 0.381 0.817 -2.316  0.344
14 H -0.781 -0.416 -2.488  0.235
15 H 0.686 -0.692 -3.314  0.237
16 H -0.657 -0.666 2.777  0.193
17 H -0.474 1.297 2.760  0.253
18 H -1.784 0.509 1.925  0.234
19 H -1.115 -0.742 -0.442  0.264
20 H -0.013 -1.613 0.602  0.243
21 H 1.139 0.700 1.003  0.223

For the LUMO energy (alpha / beta), the calculation gives 2.33 / 2.33 eV. As for the HOMO-LUMO gap (alpha / beta): 0.2904 / 0.2903 hartree. The calculation puts the HOMO energy (alpha / beta) at -5.6 / -5.6 eV. Its total charge is -1.


C5H9OP | ωB97M-V/def2-TZVPD

Last column: natural (NBO) charge in e.
Element x y z (Å)
1 C 1.489 1.550 -0.732  -0.319
2 C 0.212 1.245 -0.864  -0.407
3 C -0.517 -1.778 1.357  -0.624
4 C -0.540 0.443 0.173  -0.475
5 C 0.296 -0.774 0.510  -0.365
6 O -1.924 0.746 -2.551  -0.973
7 P -0.605 1.478 -2.525  1.278
8 H 2.088 2.195 -1.375  0.208
9 H 2.031 1.290 0.181  0.198
10 H -0.458 -1.540 2.369  0.215
11 H -1.452 -1.769 0.804  0.212
12 H -0.071 -2.729 1.051  0.213
13 H -0.927 0.899 1.118  0.224
14 H -1.517 0.217 -0.255  0.229
15 H 0.751 -1.190 -0.410  0.204
16 H 1.143 -0.282 1.149  0.182

For the LUMO energy, the calculation gives -0.84 eV. The energy above the lowest of the compared OMol25 structures with the same formula, charge and spin is 1.3117 eV. As for the HOMO-LUMO gap: 0.3105 hartree. The calculation puts the HOMO energy at -9.3 eV. The SMILES is C=C(CCC)P=O.


C5HCl4O3 | ωB97M-V/def2-TZVPD

Last column: Mulliken spin population.
Element x y z (Å)
1 C 0.450 0.182 0.121  0.526
2 C 0.771 -0.823 -0.804  -0.134
3 C -2.500 0.161 -2.178  0.004
4 C 0.676 -0.261 -2.151  0.329
5 C 0.536 1.116 -1.861  0.739
6 O -2.744 0.742 -3.124  0.003
7 O -2.345 -0.423 -1.191  0.001
8 O 0.343 1.301 -0.549  0.106
9 Cl 1.103 -2.460 -0.537  -0.004
10 Cl 3.409 0.283 -2.181  0.291
11 Cl 0.685 -1.032 -3.588  0.074
12 Cl 0.274 2.558 -2.798  0.058
13 H 0.676 0.244 1.171  0.008

For the LUMO energy (alpha / beta), the calculation gives 2.96 / 1.65 eV. As for the HOMO-LUMO gap (alpha / beta): 0.1495 / 0.2177 hartree. The calculation puts the HOMO energy (alpha / beta) at -1.1 / -4.3 eV. Its spin multiplicity is 3. Its total charge is -1.


C5HNO3 | ωB97M-V/def2-TZVPD

Last column: natural (NBO) charge in e.
Element x y z (Å)
1 C 1.655 -0.785 -0.064  -0.230
2 C 0.722 -0.763 0.808  -0.167
3 C -0.107 -0.780 1.774  0.591
4 C 2.425 -0.753 -1.071  0.633
5 C -1.466 1.453 -0.821  0.859
6 N -2.294 0.700 -0.380  -0.777
7 O -0.912 -0.824 2.607  -0.425
8 O 3.002 -0.650 -2.077  -0.402
9 O -0.563 1.957 -1.345  -0.505
10 H -2.461 0.446 0.567  0.423

For the LUMO energy, the calculation gives -2.59 eV. The energy above the lowest of the compared OMol25 structures with the same formula, charge and spin is 0.3042 eV. As for the HOMO-LUMO gap: 0.2104 hartree. The calculation puts the HOMO energy at -8.3 eV. The SMILES is O=C=C=C=C=O.N=C=O.